(1)
{"formula": "C31H32Cl2CrN5O4Si", "method": "the ωB97M-V functional and the def2-TZVPD basis", "elements": ["Cr", "O", "N", "N", "O", "C", "C", "C", "C", "C", "C", "H", "H", "H", "H", "H", "C", "Si", "C", "C", "N", "C", "C", "C", "C", "C", "C", "H", "H", "H", "H", "H", "H", "H", "H", "H", "H", "H", "H", "H", "H", "O", "C", "N", "C", "C", "O", "N", "C", "C", "C", "C", "C", "C", "C", "C", "C", "C", "C", "C", "H", "H", "H", "H", "H", "H", "H", "H", "H", "H", "H", "Cl", "C", "Cl", "H", "H"], "positions_angstrom": [[0.2955, -1.3479, -1.4336], [-0.2760, -3.2501, -1.9431], [-1.0319, -3.8373, -1.1034], [-1.8316, -3.0247, -0.5216], [-1.8547, -1.7555, -0.8233], [-2.6512, -3.4892, 0.5285], [-3.3551, -2.5600, 1.2860], [-4.1380, -2.9925, 2.3420], [-4.2365, -4.3438, 2.6414], [-3.5475, -5.2676, 1.8655], [-2.7555, -4.8527, 0.8128], [-3.2570, -1.5110, 1.0437], [-4.6765, -2.2715, 2.9434], [-4.8361, -4.6788, 3.4781], [-3.6292, -6.3244, 2.0870], [-2.1995, -5.5538, 0.2081], [4.4710, -3.0595, 0.3052], [2.8048, -2.9136, -0.6058], [2.2305, -4.7207, -0.7362], [3.2229, -2.3279, -2.3597], [1.5421, -1.9231, 0.0328], [1.4600, -1.3207, 1.2683], [2.5595, -1.0910, 2.1213], [2.4105, -0.4584, 3.3448], [1.1685, -0.0199, 3.7825], [0.0698, -0.2297, 2.9572], [0.2077, -0.8616, 1.7365], [5.0765, -3.8046, -0.2184], [4.3497, -3.3983, 1.3366], [5.0327, -2.1225, 0.3114], [3.0414, -5.3689, -1.0842], [1.4062, -4.7987, -1.4406], [1.8826, -5.0985, 0.2293], [4.0199, -2.9313, -2.8056], [3.5292, -1.2828, -2.3724], [2.3426, -2.4200, -3.0073], [3.5446, -1.3975, 1.8008], [3.2864, -0.2923, 3.9634], [1.0583, 0.4774, 4.7386], [-0.9145, 0.1048, 3.2704], [-0.6588, -1.0029, 1.1018], [2.6923, 0.9953, -2.3179], [1.7278, 1.3971, -1.6897], [1.5061, 2.7228, -1.3820], [0.2152, 2.9199, -0.7511], [-0.2795, 1.4466, -0.7321], [-1.3893, 1.0899, -0.3572], [0.6985, 0.6322, -1.1854], [0.3657, 3.4479, 0.6839], [1.4241, 4.2958, 0.9957], [1.5928, 4.7724, 2.2865], [0.7025, 4.4114, 3.2861], [-0.3634, 3.5809, 2.9781], [-0.5350, 3.1044, 1.6868], [-0.6739, 3.8687, -1.5555], [-0.1255, 5.0602, -2.0266], [-0.8895, 5.9594, -2.7523], [-2.2234, 5.6859, -3.0152], [-2.7794, 4.5071, -2.5444], [-2.0143, 3.6047, -1.8176], [1.9985, 3.4363, -1.8854], [2.1385, 4.5767, 0.2324], [2.4331, 5.4198, 2.5076], [0.8473, 4.7686, 4.2982], [-1.0644, 3.2908, 3.7511], [-1.3551, 2.4393, 1.4558], [0.9103, 5.3033, -1.8178], [-0.4398, 6.8759, -3.1150], [-2.8218, 6.3903, -3.5799], [-3.8185, 4.2800, -2.7502], [-2.4553, 2.6887, -1.4539], [-0.5513, -0.6902, -3.6418], [-2.3309, -0.8578, -3.6607], [-3.0965, 0.6168, -4.2512], [-2.6206, -1.0475, -2.6332], [-2.5891, -1.6702, -4.3280]], "e_homo_ev": [-3.8013, -4.1347], "spin_multiplicity": 5, "homo_lumo_gap_ha": [0.2312, 0.2434], "charge": -1, "lumo_energy_ev": [2.49, 2.49], "fmax_ev_per_a": 1.0, "de_lowest_kj_mol": 81.5}



(2)
{"formula": "C5H6N2", "method": "the ωB97M-V functional and the def2-TZVPD basis", "elements": ["C", "C", "C", "N", "C", "C", "N", "H", "H", "H", "H", "H", "H"], "positions_angstrom": [[0.9192, -1.1798, -0.1301], [0.1905, -1.0939, 1.2579], [-0.3858, 0.1948, 0.7036], [-1.2628, 1.1624, 0.7423], [-1.0941, 1.7549, -0.4991], [-0.1454, 1.1192, -1.2722], [0.3157, 0.1262, -0.4418], [0.5612, -1.9816, -0.7810], [2.0119, -1.1681, -0.1074], [-0.5316, -1.8929, 1.4417], [0.8553, -0.9906, 2.1192], [-1.6713, 2.6292, -0.7720], [0.2373, 1.3203, -2.2611]], "smiles": "c1cn2c(n1)CC2", "e_homo_ev": -8.5983, "spin_multiplicity": 1, "homo_lumo_gap_ha": 0.3492, "charge": 0, "lumo_energy_ev": 0.91, "fmax_ev_per_a": 0.3, "de_lowest_kj_mol": 131.7}



(3)
{"formula": "C4H6IO2", "method": "the ωB97M-V functional and the def2-TZVPD basis", "elements": ["O", "C", "O", "C", "C", "C", "I", "H", "H", "H", "H", "H", "H"], "positions_angstrom": [[-2.3380, 0.6457, 0.2104], [-1.5734, -0.0984, 0.8698], [-1.6378, -0.0944, 2.1468], [-0.5089, -0.9804, 0.1190], [0.8856, -0.2353, 0.2798], [0.8150, 1.0068, -0.6961], [1.8632, 0.4364, -2.5338], [-0.7489, -0.9262, -0.9684], [-0.4676, -2.0165, 0.5194], [1.0445, 0.0565, 1.3405], [1.6825, -0.9574, -0.0260], [-0.2330, 1.2229, -1.0107], [1.2167, 1.9404, -0.2506]], "smiles": "O=C([O-])CCCI", "e_homo_ev": -3.8295, "spin_multiplicity": 1, "homo_lumo_gap_ha": 0.2384, "charge": -1, "lumo_energy_ev": 2.66, "fmax_ev_per_a": 2.7, "de_lowest_kj_mol": 137.6}



(4)
{"formula": "C2H8AlOP2PtS", "method": "the ωB97M-V functional and the def2-TZVPD basis", "elements": ["C", "C", "Al", "P", "O", "P", "S", "H", "H", "H", "H", "H", "H", "H", "H", "Pt"], "positions_angstrom": [[0.6558, -2.3264, -1.4682], [0.6800, -1.5172, -0.1843], [-0.0482, 0.4310, -0.3777], [-2.1065, 0.4688, 0.7135], [-2.5350, -1.0694, 0.9352], [1.4550, 2.0562, 0.3449], [0.9443, 3.8742, -0.2343], [-0.3110, -2.9720, -1.6615], [1.5043, -2.2887, -2.2808], [1.0585, -1.9666, 0.8497], [-0.2793, 0.7146, -1.9496], [-3.1791, 1.0339, -0.1084], [-2.1178, 1.1949, 1.9612], [1.6545, 2.0522, 1.7992], [2.7434, 1.8039, -0.2752], [-0.1189, -1.4892, 1.9364]], "e_homo_ev": -11.4776, "spin_multiplicity": 1, "homo_lumo_gap_ha": 0.1302, "charge": 1, "lumo_energy_ev": -7.94, "fmax_ev_per_a": 3.9}



(5)
{"formula": "C7H7N2P", "method": "the ωB97M-V functional and the def2-TZVPD basis", "elements": ["C", "C", "C", "C", "C", "C", "C", "N", "N", "P", "H", "H", "H", "H", "H", "H", "H"], "positions_angstrom": [[-1.5862, -0.9955, 0.9195], [-1.0441, -2.2052, 1.1961], [0.4482, -0.2769, -0.2102], [-0.8569, 0.0106, 0.2357], [0.8782, -1.5033, 0.1981], [1.1047, 0.5976, -1.1152], [-1.4136, 1.4283, 0.1075], [0.2482, -2.3569, 0.9032], [2.3024, 0.8582, -1.2572], [3.6743, 1.1506, -0.5471], [-2.6465, -0.8052, 1.2135], [-1.4668, -3.1324, 1.7261], [0.5715, 0.9430, -1.9231], [-0.7284, 1.9730, 0.7381], [-1.3082, 1.9479, -0.7720], [-2.4147, 1.4972, 0.3777], [4.2379, 0.8691, -1.7907]], "e_homo_ev": [-8.3677, -7.0274], "spin_multiplicity": 1, "homo_lumo_gap_ha": [0.2862, 0.2506], "charge": 0, "lumo_energy_ev": [-0.58, -0.21], "fmax_ev_per_a": 3.0, "de_lowest_kj_mol": 237.7}



(6)
{"formula": "FH5N3P", "method": "the ωB97M-V functional and the def2-TZVPD basis", "elements": ["N", "N", "N", "F", "P", "H", "H", "H", "H", "H"], "positions_angstrom": [[-0.0749, -1.8802, 0.6525], [0.5403, -0.2653, -1.4598], [0.2241, 0.8653, 0.8179], [-2.5686, 0.3074, 0.0348], [-0.0637, -0.4732, 0.0242], [-0.0095, -1.7557, 1.7287], [0.8127, 0.6180, -1.9618], [0.6135, -0.9793, -2.1943], [0.1049, 0.8432, 1.7822], [0.2924, 1.7533, 0.3425]], "e_homo_ev": [-5.4814, -9.2375], "spin_multiplicity": 3, "homo_lumo_gap_ha": [0.2380, 0.2055], "charge": 0, "lumo_energy_ev": [1.00, -3.65], "fmax_ev_per_a": 5.0, "de_lowest_kj_mol": 221.5}



(7)
{"formula": "C2H11N3O2", "method": "the ωB97M-V functional and the def2-TZVPD basis", "elements": ["C", "N", "C", "N", "N", "H", "H", "H", "H", "H", "H", "H", "H", "H", "O", "H", "H", "O"], "positions_angstrom": [[1.8857, -0.0772, -0.5641], [0.7330, -0.6907, -1.2066], [-0.4499, -0.9194, -0.4839], [-1.6126, -0.9577, -1.2960], [-0.3570, -1.2708, 0.7278], [1.7073, 0.9657, -0.2875], [2.1023, -0.5877, 0.3459], [2.7138, -0.1412, -1.2698], [0.5311, -0.5187, -2.1730], [-1.7142, -1.8198, -1.8093], [-1.7538, -0.1759, -1.9167], [-1.2920, -1.3140, 1.1331], [-2.1998, 4.6595, 0.4346], [-3.5368, 4.0010, 0.3185], [-3.1377, 4.8529, 0.5494], [2.7563, -2.4134, 2.2435], [1.3655, -1.7779, 2.4496], [2.2587, -1.8148, 2.8044]], "smiles": "[H]/N=C(\\N)NC.O.O", "e_homo_ev": -9.2040, "spin_multiplicity": 1, "homo_lumo_gap_ha": 0.3485, "charge": 0, "lumo_energy_ev": 0.28, "fmax_ev_per_a": 2.5, "de_lowest_kj_mol": 84.5}



(8)
{"formula": "C3H5FOS", "method": "the ωB97M-V functional and the def2-TZVPD basis", "elements": ["C", "C", "C", "O", "F", "S", "H", "H", "H", "H", "H"], "positions_angstrom": [[0.2991, 1.2082, -1.5747], [0.1035, -1.5127, 1.3564], [-0.9677, 1.0453, -1.5310], [1.1884, -0.9550, 3.5476], [-1.4391, -0.1864, -1.7312], [0.9276, -0.3462, 2.2439], [0.6459, 2.1557, -1.1456], [1.0051, 0.5513, -2.1226], [-0.0023, -1.1843, 0.2558], [-0.1686, -2.5428, 1.7115], [-1.5919, 1.7669, -1.0100]], "e_homo_ev": -9.4949, "spin_multiplicity": 1, "homo_lumo_gap_ha": 0.3356, "charge": 0, "lumo_energy_ev": -0.36, "fmax_ev_per_a": 4.3, "de_lowest_kj_mol": 270.8}